Below is a molecular structure, C5H8CsLiO4, with properties calculated with ωB97M-V/def2-TZVPD.

The energy relative to the best compared isomer or geometry (same formula, charge and spin) comes out at 53.3 kcal/mol. The strongest force on any atom comes out at 5.81 eV/A. For the total energy, the calculation gives -14253.64508 eV. The value obtained for the frontier orbital gap is 3.552 eV.

```
! RIJCOSX wB97M-V def2-TZVPD def2/J DEFGRID3
* xyz 0 1
O -2.305 -1.447 0.417
C -1.271 -2.371 0.142
C -0.182 -1.823 -0.788
H -0.809 -2.657 1.111
H -1.719 -3.302 -0.272
H -0.374 -2.047 -1.854
H 0.641 -2.556 -0.732
O 2.431 -1.392 1.418
C 2.266 -0.824 0.193
C 3.162 -2.608 1.292
O 1.968 0.379 0.153
O 3.246 -1.287 -0.625
C 3.809 -2.487 -0.098
H 2.455 -3.446 1.356
H 3.895 -2.662 2.105
H 3.550 -3.325 -0.757
H 4.898 -2.368 -0.055
Li -4.016 -1.613 0.475
Cs -1.733 1.438 -0.268
*
```